(1)
Density functional theory data (the ωB97M-V functional and the def2-TZVPD basis) for a 9-piece molecular cluster, H18O9 overall.

The energy comes out at -18718.9666 eV. As for the charge: 0. The value obtained for the energy above the lowest of the compared OMol25 structures with the same formula, charge and spin is 73.1 kcal/mol. Its structure (SMILES) is O.O.O.O.O.O.O.O.O. The HOMO energy comes out at -0.41578 Eh. Its multiplicity is 1. As for the frontier orbital gap: 11.36 eV.

Geometry as XYZ:
```
27
Properties=species:S:1:pos:R:3:forces:R:3
O 2.114516 -0.067938 6.186843 0.207 -0.065 0.103
H 1.884746 0.665552 5.616373 -0.050 0.282 -0.128
H 1.459836 -0.738298 5.991283 -0.168 -0.188 -0.001
O 4.843706 -1.660428 2.419023 0.159 -0.158 0.046
H 4.131396 -1.315498 2.957433 -0.155 0.085 0.214
H 4.677276 -1.306448 1.545393 -0.004 0.080 -0.248
O 1.541786 4.227052 3.973593 -0.041 -0.225 0.101
H 1.049116 4.622302 3.254373 -0.155 0.058 -0.186
H 2.214616 4.873462 4.187343 0.199 0.134 0.096
O 0.683206 -0.056208 -0.524617 0.246 -0.093 -0.034
H 0.067626 0.250052 -1.190567 -0.153 0.100 -0.232
H 0.176936 -0.057408 0.287743 -0.099 -0.005 0.246
O -6.596724 -0.282288 -0.752727 -0.029 0.193 0.151
H -5.828454 -0.411218 -1.308937 0.217 0.025 -0.188
H -7.015564 -1.142318 -0.718867 -0.153 -0.205 0.035
O 4.660306 -1.856628 -3.409777 0.176 0.112 -0.068
H 3.915616 -1.621688 -2.856177 -0.195 0.123 0.167
H 4.482456 -2.756938 -3.681887 0.011 -0.224 -0.080
O -2.835204 1.495792 -3.531127 0.042 -0.210 0.200
H -2.900784 1.435712 -4.484187 0.001 -0.054 -0.255
H -2.965484 2.424562 -3.339687 -0.036 0.244 0.086
O -3.359934 0.563852 2.994743 0.263 -0.056 0.078
H -3.657994 0.301282 2.123853 -0.106 -0.088 -0.225
H -4.080504 1.085752 3.347783 -0.171 0.136 0.123
O 0.527346 -2.682078 -6.682397 0.029 0.124 -0.179
H 1.075326 -3.342318 -6.258107 0.179 -0.158 0.067
H -0.265174 -2.647668 -6.146717 -0.215 0.034 0.111
```
Positions in Å, forces in eV/Å.



(2)
Density functional theory data (the ωB97M-V functional and the def2-TZVPD basis) for one molecule with the formula C4H9N3.

The energy comes out at -8759.9208 eV. As for the charge: 0. The value obtained for the energy above the lowest of the compared OMol25 structures with the same formula, charge and spin is 106.2 kcal/mol. Its structure (SMILES) is [H]/N=C\N(C)N1CC1. The HOMO energy comes out at -0.33173 Eh. Its multiplicity is 1. As for the frontier orbital gap: 10.01 eV.

Geometry as XYZ:
```
16
Properties=species:S:1:pos:R:3:forces:R:3
C 0.278582 1.796540 0.165136 1.215 2.269 -0.503
C 1.798019 -0.161143 -0.098738 1.328 0.776 -2.769
C -0.885738 -1.484640 -0.044510 -0.997 -0.237 -0.699
C -1.724154 -0.261912 -0.177327 0.837 -2.864 4.628
H 1.165316 2.517625 -0.012509 -0.901 -1.574 0.308
H -0.492380 2.288961 -0.495858 0.307 -0.789 1.088
H 0.017135 1.802867 1.295754 0.343 0.055 -2.103
H 2.509506 0.694436 -0.500408 -0.727 -2.239 0.836
H 1.355071 -1.792369 0.555086 -2.233 -1.733 0.811
H -0.410776 -1.669607 -1.009181 0.116 -0.745 0.512
H -1.311482 -2.335530 0.592135 1.255 1.410 -0.853
H -2.575240 -0.315282 0.456963 -0.467 0.502 0.723
H -1.925409 0.152792 -1.057816 0.087 1.938 -3.541
N 0.483776 0.386105 -0.315818 2.156 1.908 1.898
N 2.105509 -1.405855 0.087906 1.849 4.144 -0.222
N -0.387733 -0.212988 0.559181 -4.168 -2.821 -0.113
```
Positions in Å, forces in eV/Å.



(3)
Density functional theory data (the ωB97M-V functional and the def2-TZVPD basis) for one molecule with the formula CH4N6O.

The energy comes out at -12081.9360 eV. As for the charge: 0. The value obtained for the energy above the lowest of the compared OMol25 structures with the same formula, charge and spin is 115.5 kcal/mol. Its structure (SMILES) is N/N=c1/nn[nH]n1O. The HOMO energy comes out at -0.32421 Eh. Its multiplicity is 1. As for the frontier orbital gap: 8.58 eV.

Geometry as XYZ:
```
12
Properties=species:S:1:pos:R:3:forces:R:3
C 0.331079 0.051737 -0.921506 -0.465 0.311 -0.837
H -1.651109 -2.341864 -0.689585 3.170 1.964 0.122
H -0.782360 -0.979520 0.482368 -1.011 -2.668 -2.662
H -0.430002 2.025753 1.262062 0.934 0.875 -1.615
H 0.559055 -1.151133 1.821869 2.787 3.611 -2.982
N -0.715711 -1.750824 -0.459291 -3.620 -1.580 3.762
N -0.168023 -1.063551 -1.410007 1.191 3.223 -1.065
N 0.830593 1.290854 -1.568486 -2.697 0.441 3.114
N 0.555528 2.256333 -0.745968 1.098 -3.036 -0.050
N 0.323009 1.702609 0.605636 -1.547 -0.544 -0.432
N 0.034825 0.304800 0.489434 2.116 1.682 -1.674
O 1.113118 -0.345196 1.133474 -1.957 -4.278 4.319
```
Positions in Å, forces in eV/Å.



(4)
Density functional theory data (the ωB97M-V functional and the def2-TZVPD basis) for one molecule with the formula C9H12BN.

The energy comes out at -11694.6204 eV. As for the charge: 0. The value obtained for the energy above the lowest of the compared OMol25 structures with the same formula, charge and spin is 0.0 kcal/mol. Its structure (SMILES) is CB1Cc2ccccc2N1C. The HOMO energy comes out at -0.29418 Eh. Its multiplicity is 1. As for the frontier orbital gap: 8.69 eV.

Geometry as XYZ:
```
23
Properties=species:S:1:pos:R:3:forces:R:3
B -1.478704 0.605632 0.223189 -3.169 3.717 -0.448
C 3.116851 0.436305 -0.185134 1.413 -1.440 0.877
C 2.833138 -0.944587 -0.100931 2.047 0.554 -1.208
C 2.145296 1.394428 -0.018666 -0.328 -0.417 0.330
C 1.534694 -1.337139 0.045709 -1.185 0.992 0.269
C 0.844935 1.002499 0.200636 -0.113 -0.642 -0.190
C 0.518380 -0.379388 0.159833 2.954 1.238 -0.186
C -0.384362 1.834251 0.408870 -0.818 -1.445 -0.081
C -3.089580 0.684367 -0.016914 1.068 -1.069 2.259
C -1.304633 -1.887096 -0.214564 -0.815 -0.059 -2.774
N -0.836928 -0.568768 0.124954 0.263 -2.845 0.348
H 4.176106 0.691302 -0.108382 -0.285 0.255 -0.660
H 3.682485 -1.683600 -0.344101 -1.537 1.132 0.849
H 2.403685 2.425998 -0.033574 0.164 0.724 0.052
H 1.285586 -2.341774 0.137615 -0.326 -1.754 -0.109
H -0.446919 2.732818 -0.207877 -0.162 -0.221 -0.133
H -0.452998 2.173748 1.446968 0.069 0.025 0.117
H -3.514726 1.649246 0.279199 -0.246 -0.537 0.691
H -3.583856 -0.291223 0.351093 0.326 1.916 -0.086
H -3.286122 0.689546 -1.034066 -0.105 -0.191 -2.423
H -2.344909 -1.931935 -0.689485 1.549 0.425 0.738
H -0.571928 -2.313325 -0.924854 -0.545 0.410 -0.410
H -1.245482 -2.641314 0.500482 -0.217 -0.768 2.181
```
Positions in Å, forces in eV/Å.



What did the third record say?
Density functional theory data (the ωB97M-V functional and the def2-TZVPD basis) for one molecule with the formula CH4N6O.

The energy comes out at -12081.9360 eV. As for the charge: 0. The value obtained for the energy above the lowest of the compared OMol25 structures with the same formula, charge and spin is 115.5 kcal/mol. Its structure (SMILES) is N/N=c1/nn[nH]n1O. The HOMO energy comes out at -0.32421 Eh. Its multiplicity is 1. As for the frontier orbital gap: 8.58 eV.

Geometry as XYZ:
```
12
Properties=species:S:1:pos:R:3:forces:R:3
C 0.331079 0.051737 -0.921506 -0.465 0.311 -0.837
H -1.651109 -2.341864 -0.689585 3.170 1.964 0.122
H -0.782360 -0.979520 0.482368 -1.011 -2.668 -2.662
H -0.430002 2.025753 1.262062 0.934 0.875 -1.615
H 0.559055 -1.151133 1.821869 2.787 3.611 -2.982
N -0.715711 -1.750824 -0.459291 -3.620 -1.580 3.762
N -0.168023 -1.063551 -1.410007 1.191 3.223 -1.065
N 0.830593 1.290854 -1.568486 -2.697 0.441 3.114
N 0.555528 2.256333 -0.745968 1.098 -3.036 -0.050
N 0.323009 1.702609 0.605636 -1.547 -0.544 -0.432
N 0.034825 0.304800 0.489434 2.116 1.682 -1.674
O 1.113118 -0.345196 1.133474 -1.957 -4.278 4.319
```
Positions in Å, forces in eV/Å.